# C34H32Cl2N

2 unconnected molecules or ions with the total composition C34H32Cl2N in a non-equilibrium geometry (ωB97M-V/def2-TZVPD, the OMol25 dataset).

Output
* highest occupied orbital energy: -9.683 eV
* E_LUMO: -0.207 Ha
* frontier orbital gap: 4.05 eV
* maximum force: 1.6 eV/A
* total charge: +1

Last column: Mulliken charge in e.
Cartesian coordinates (Å):
Cl -7.22331 4.17640 -2.60988  -0.1500
C -5.74063 3.33001 -2.66550  0.4022
C -5.72959 1.92622 -2.77520  -0.6516
C -4.51944 1.24148 -2.70944  -0.4339
C -3.30479 1.93061 -2.45843  0.1808
C -2.10383 1.22159 -2.12609  -0.3581
C -0.98460 1.85756 -1.61946  -0.9896
C 0.28269 1.28542 -1.45576  0.9678
C 1.44911 1.95158 -2.00440  0.4966
C 2.30707 1.33728 -2.95529  -0.0729
C 3.15754 2.10335 -3.75231  -0.9041
C 3.29333 3.48802 -3.52297  0.3967
Cl 4.39152 4.42017 -4.44575  -0.1583
C 2.56307 4.09749 -2.49034  -0.8590
C 1.65563 3.33630 -1.75568  -0.2594
C -3.32787 3.34750 -2.58369  -0.2348
C -4.53082 4.04436 -2.65388  -0.7734
H -6.66716 1.39553 -2.90443  0.4199
H -4.47397 0.15988 -2.83107  0.3993
H -2.05434 0.14673 -2.30912  0.6826
H -1.10759 2.91874 -1.36915  0.3411
H 0.31071 0.29504 -0.99474  -0.2508
H 2.23608 0.25514 -3.08620  0.5402
H 3.74129 1.64644 -4.54620  0.4277
H 2.72313 5.15140 -2.27960  0.4300
H 1.08065 3.80417 -0.96002  0.4620
H -2.38472 3.88705 -2.64356  0.4866
H -4.54368 5.12908 -2.70520  0.4134
C 4.55116 -2.38342 -1.26707  -0.5010
C 3.41780 -1.68550 -1.68800  -1.2849
C 2.60236 -1.08490 -0.74638  0.6401
C 2.87446 -1.14807 0.63380  0.1593
C 1.93118 -0.58962 1.60907  -1.6678
C 0.69235 -1.14503 1.88595  0.3330
N 0.06389 -1.06778 3.12149  0.2205
C 0.86723 -0.64348 4.26396  -0.6209
C 0.01686 -0.19816 5.45115  -0.8530
C -1.04156 -1.22241 5.84399  -0.7373
C -1.81313 -1.75135 4.64026  -0.8268
C -0.91070 -2.10651 3.45326  -0.4646
C -0.05341 -1.86149 0.80674  0.0178
C 0.44867 -3.05067 0.26084  0.0218
C -0.18600 -3.63507 -0.83442  -0.8271
C -1.37724 -3.08440 -1.32237  -0.6704
C -1.93226 -1.94835 -0.72401  -0.8908
C -1.28227 -1.34714 0.34960  0.2281
C 4.06821 -1.80571 1.03792  -0.3009
C 4.86834 -2.45440 0.09738  -0.6744
H 5.16663 -2.88300 -2.01569  0.3878
H 3.15715 -1.61897 -2.74800  0.4628
H 1.71611 -0.55659 -1.07587  0.6937
H 2.34294 0.19344 2.25831  0.4061
H 1.52493 -1.47053 4.58583  0.3155
H 1.49842 0.19546 3.96652  0.3010
H 0.70236 0.00434 6.28084  0.4006
H -0.46972 0.75564 5.21416  0.3241
H -0.55204 -2.06444 6.34366  0.3221
H -1.74403 -0.76718 6.54679  0.3271
H -2.36462 -2.66043 4.90956  0.3682
H -2.57143 -1.01953 4.33489  0.3105
H -1.54422 -2.32867 2.58704  0.3764
H -0.37818 -3.04761 3.70441  0.2493
H 1.35754 -3.49208 0.68064  0.4546
H 0.25598 -4.51578 -1.30750  0.4574
H -1.87970 -3.54592 -2.17240  0.4183
H -2.86672 -1.52333 -1.09781  0.7668
H -1.69666 -0.45225 0.82086  0.5273
H 4.30416 -1.84927 2.10378  0.4680
H 5.73963 -3.02437 0.42018  0.4104

***

# C5H8ClNO

C5H8ClNO in the gas phase in a non-equilibrium geometry (ωB97M-V/def2-TZVPD, the OMol25 dataset).

Output
* highest occupied orbital energy: -9.843 eV
* E_LUMO: 0.032 Ha
* frontier orbital gap: 10.70 eV
* SMILES string: Cl[C@@H]1C=NOCCC1
* maximum force: 4.7 eV/A
* total charge: 0

Last column: Mulliken charge in e.
Cartesian coordinates (Å):
Cl 2.90358 -0.24167 -0.50870  -0.1845
C 1.38201 -0.18273 0.30559  0.3813
C 0.75531 -1.49716 0.45791  -0.2353
N -0.25066 -1.97396 -0.06845  -0.5195
O -0.61018 -1.03592 -1.04358  -0.2380
C -1.62507 -0.21957 -0.45607  -0.2897
C -0.89288 1.01243 0.19733  -0.6580
C 0.58363 1.00737 -0.27405  -0.8922
H 1.54569 0.15861 1.35764  0.2874
H 1.28547 -2.26745 1.11433  0.3786
H -2.34458 0.07261 -1.29434  0.2936
H -2.27220 -0.74650 0.26230  0.3140
H -0.90638 0.99275 1.26511  0.2899
H -1.38864 1.94930 -0.06727  0.3550
H 0.71091 1.07780 -1.41699  0.3260
H 1.12398 1.89408 0.16923  0.3914

***

# C30H37BCl2MoN7O2S3

A molecular structure, C30H37BCl2MoN7O2S3 in a non-equilibrium geometry (ωB97M-V/def2-TZVPD, the OMol25 dataset).

Output
* highest occupied orbital energy (alpha / beta): -6.646 / -6.582 eV
* E_LUMO (alpha / beta): -0.019 / -0.018 Ha
* 2S+1: 2
* frontier orbital gap (alpha / beta): 6.12 / 6.08 eV
* maximum force: 2.0 eV/A
* total charge: 0

Last column: Mulliken charge in e.
Cartesian coordinates (Å):
Mo 1.01187 -0.61532 -0.80126  -0.6396
C 3.48260 -0.94894 -5.57482  -0.9319
N 2.24052 -1.55642 -5.14167  0.2942
C 1.13682 -1.83115 -5.92337  -0.4489
C 0.17651 -2.29666 -5.09482  -0.7715
N 0.69173 -2.30238 -3.81477  0.2351
B 0.03933 -2.72802 -2.49035  1.4972
N -1.43139 -2.27524 -2.37665  0.2647
C -2.11095 -1.38176 -3.18239  -0.3657
C -3.37328 -1.27657 -2.72369  -1.2397
N -3.46577 -2.10590 -1.62206  0.2877
C -4.65960 -2.28960 -0.83011  -0.9347
C -2.26642 -2.70829 -1.39162  -0.1841
S -1.91144 -3.73794 -0.10157  -0.4508
C 1.95918 -1.85903 -3.85763  -0.5649
S 2.99876 -1.68971 -2.51712  -0.3511
H 3.40203 -0.72196 -6.63501  0.3439
H 4.31702 -1.62708 -5.40355  0.3173
H 3.65232 -0.03298 -5.01036  0.3233
H 1.13532 -1.66699 -6.98493  0.4803
H -0.81403 -2.64900 -5.31424  0.6730
H 0.74082 -2.22654 -1.58355  -0.0995
H 0.15167 -3.89940 -2.25020  -0.2126
H -1.62944 -0.85480 -3.98520  0.6874
H -4.20707 -0.69747 -3.07824  0.4747
H -5.43593 -2.78414 -1.41501  0.3163
H -5.03178 -1.32421 -0.48221  0.3154
H -4.39855 -2.91266 0.02273  0.3096
Cl 0.98715 1.79711 0.17120  0.3340
C 1.07509 2.91490 -1.20240  0.1357
C 1.25499 4.24677 -0.88292  -0.9431
C 1.29873 5.17419 -1.91026  -0.4742
C 1.15953 4.73315 -3.21947  -0.7152
C 0.98484 3.38855 -3.48889  0.0922
Cl 0.82340 2.92434 -5.15882  -0.2176
C 0.93809 2.40127 -2.48785  -0.1089
S 0.75249 0.70443 -2.87030  0.5222
H 1.36266 4.54468 0.15093  0.4773
H 1.44114 6.22376 -1.69632  0.3971
H 1.19631 5.43054 -4.04434  0.4212
O -1.08116 -0.30587 -0.40795  0.9880
N -1.79865 0.68648 0.05672  -0.3065
C -2.29802 0.59870 1.30282  -0.1830
C -3.00939 1.65644 1.82894  -1.2474
C -3.21634 2.79147 1.05720  -0.2673
C -2.74116 2.82363 -0.24494  -1.1869
C -2.03663 1.74482 -0.73879  -0.3204
H -2.09382 -0.33709 1.80355  0.7616
H -3.39628 1.57122 2.83391  0.5672
H -3.75054 3.63794 1.46567  0.4234
H -2.89989 3.67557 -0.88948  0.5048
H -1.60979 1.65610 -1.72995  0.8140
C 3.02275 -0.17192 -0.10998  -1.6144
H 3.46320 0.57619 -0.77277  0.3757
H 3.65606 -1.06008 -0.12675  0.4720
H 3.02155 0.21453 0.91524  0.3834
C 1.29668 2.08608 3.78171  -0.7199
C 1.73039 0.76024 4.38894  -0.8517
N 0.63521 0.05775 5.04918  0.2419
C 0.11088 0.64968 6.27865  -0.9080
C -1.27473 1.25159 6.09814  -1.0603
C 0.17098 -1.17618 4.72343  0.2864
O -0.64289 -1.76371 5.42089  -0.6551
C 0.65687 -1.83180 3.46348  0.1524
C 1.06289 -3.16113 3.49111  -0.7006
C 1.43235 -3.76927 2.30771  -1.0095
C 1.36308 -3.04402 1.12717  -0.7120
N 0.95911 -1.77125 1.09078  1.4860
C 0.61296 -1.19163 2.24132  -0.8056
H 2.12251 2.53918 3.23274  0.3683
H 0.97821 2.78910 4.55255  0.4469
H 0.46485 1.94596 3.08872  -0.0073
H 2.51491 0.93383 5.13257  0.4014
H 2.16217 0.11564 3.62799  0.4045
H 0.82405 1.41119 6.59766  0.4330
H 0.07686 -0.12689 7.04350  0.4471
H -1.27641 1.99568 5.29990  0.2292
H -1.60094 1.73890 7.01750  0.4201
H -1.99172 0.46892 5.85434  0.2996
H 1.07226 -3.69620 4.43127  0.5519
H 1.74933 -4.80118 2.27710  0.4725
H 1.61823 -3.48515 0.17262  0.3872
H 0.26477 -0.16694 2.16869  0.6916